This record from the OMol25 dataset describes a 2-piece molecular cluster, C28H35FIN3O4PS overall. The level of theory is wB97M-V/def2-TZVPD.

```
74
Properties=species:S:1:pos:R:3:forces:R:3:mulliken_charge:R:1
I 6.95478 -3.54592 -2.76624 -0.3 0.2 0.4 -0.04
S -1.30245 -4.20777 1.22967 0.6 1.1 -0.6 -0.27
P -5.66048 -0.75725 -0.64789 -1.4 2.3 -0.8 0.88
F -3.74777 -6.78623 -0.95392 -0.8 1.2 -0.4 -0.30
O -5.55485 -1.30535 -2.26814 0.5 -0.2 2.0 -0.57
O 4.03538 -3.17814 -2.97318 1.5 0.1 1.5 -0.42
O 2.51028 1.65510 1.14909 1.0 1.1 -1.1 -0.47
O -6.80776 -1.65847 0.23044 2.2 -0.1 -2.2 -0.47
N 0.19195 -1.58911 1.83773 -1.2 -0.3 -2.1 -0.35
N 2.83453 2.79574 0.51995 -2.5 -2.1 2.3 0.28
N -6.20052 0.71609 -0.70321 0.7 -1.1 -0.3 -0.82
C 4.00462 3.31847 2.69384 -0.2 -0.7 -0.1 -1.90
C 0.47291 3.62043 0.18585 0.1 0.0 0.5 -0.29
C -3.40484 1.65986 0.14946 0.6 -1.3 -1.4 -0.85
C 4.89666 -3.10635 -2.14149 -1.6 0.3 0.0 0.14
C -4.22663 -3.67844 0.06044 0.2 -0.4 -0.6 -1.35
C -3.03085 0.17571 0.41014 0.2 0.4 0.6 0.86
C 3.88131 5.00845 0.95652 -0.1 0.2 -0.3 -1.66
C -2.03946 -2.54205 0.92665 -0.1 2.3 -0.5 -0.09
C 1.39919 1.84652 -1.32452 0.2 -0.5 0.6 -1.68
C 2.26355 4.11506 -1.52305 0.2 0.3 0.0 -1.97
C 1.24474 -4.90099 -0.09006 1.7 3.4 0.7 -0.73
C -3.96758 -0.95196 0.08003 2.8 -1.9 1.7 0.45
C 0.72665 4.75540 1.17402 0.1 0.0 0.0 -0.76
C 0.98636 -2.54632 1.07121 2.3 -1.4 -1.4 0.23
C 1.75832 3.08745 -0.47656 -0.3 0.6 -2.1 2.02
C -1.13053 -1.37998 1.27486 -3.1 0.4 -1.2 0.14
C 3.19204 -3.10195 -0.13466 -2.0 -0.5 0.8 0.44
C -3.42634 -2.35813 0.35138 1.7 1.2 0.7 -0.01
C -3.90663 -4.30314 -1.39161 -0.8 -0.6 0.8 -0.03
C -4.59269 -5.74909 -1.44907 -0.2 0.4 -0.7 -0.38
C 2.63954 -4.46601 -0.48567 -1.4 1.7 1.4 -0.51
C 4.64692 -2.67815 -0.61562 -0.5 0.1 -0.3 -0.50
C 0.43999 -3.90834 0.68745 1.6 1.5 -0.3 0.60
C -1.65980 -0.01095 1.00849 -1.3 -2.5 -0.6 -0.82
C -3.53233 2.73463 -0.43084 1.1 0.1 1.3 -0.18
C 1.78520 4.36125 2.20081 -0.5 -0.2 -0.2 -1.28
C 3.08364 3.83332 1.56418 1.5 1.6 0.6 1.69
C 2.38267 -2.12141 0.67241 -1.6 -3.4 -1.0 -0.63
H 4.76171 4.64643 0.41703 -0.1 0.0 0.0 0.37
H 3.34223 4.02794 -1.67957 -0.1 0.0 0.1 0.36
H -2.78525 -4.36908 -1.49747 -1.3 -0.1 -0.2 0.24
H 4.23855 5.68278 1.73899 -0.1 -0.2 0.1 0.44
H 4.93378 2.90742 2.28892 -0.1 0.0 0.0 0.46
H 0.66523 2.10438 -2.09182 0.1 0.3 0.1 0.47
H -6.37511 1.01330 -1.67260 0.1 0.0 0.7 0.24
H -3.38632 3.81694 -0.69721 -0.7 -1.9 0.3 0.37
H -0.98874 0.86086 1.25295 -1.1 -0.9 -0.4 0.18
H -0.20457 5.00508 1.68938 0.0 0.0 0.0 0.44
H -4.39775 -3.69622 -2.22154 0.9 -0.6 1.1 0.27
H 1.79976 3.95615 -2.49960 -0.1 -0.2 0.2 0.51
H -7.46218 -1.91786 -0.45459 0.1 0.2 0.6 0.33
H -4.86396 -6.00167 -2.52839 0.6 0.2 1.4 0.29
H 3.52899 2.55004 3.30695 0.0 0.0 -0.2 0.34
H 1.35530 3.59878 2.86037 0.2 -0.1 -0.1 0.37
H 0.94697 1.04654 -0.73410 0.2 0.1 0.1 0.12
H 2.74931 -1.10712 0.99080 -0.3 -1.2 -0.6 0.22
H -3.95010 -4.50409 0.79796 -0.2 1.3 -0.8 0.48
H 3.30090 5.63182 0.27994 0.0 -0.1 -0.1 0.29
H 0.65017 -0.66658 1.85093 0.0 -0.7 0.1 0.36
H -5.34722 -3.57260 0.12342 1.3 0.3 0.1 0.56
H 1.03192 5.66401 0.64556 0.0 0.0 0.0 0.37
H 2.03467 5.14693 -1.25608 0.1 0.0 0.1 0.32
H 0.83557 -5.90900 -0.37111 0.5 1.3 0.4 0.38
H -4.79079 -0.80971 -2.63993 -0.6 -0.5 0.2 0.37
H 5.46696 -3.06130 0.05770 -0.9 0.2 -0.9 0.43
H -5.56934 -5.77607 -0.85858 1.4 0.1 -0.6 0.25
H -0.22833 3.96341 -0.58092 0.2 -0.2 -0.1 0.44
H 4.27360 4.13106 3.37329 -0.1 0.1 -0.3 0.43
H 2.28278 1.44498 -1.82858 0.0 0.0 0.1 0.45
H 2.00150 5.22391 2.83799 0.3 -0.1 -0.1 0.38
H 4.72949 -1.53865 -0.60548 -0.1 -1.4 -0.1 0.26
H -0.03439 2.80622 0.71744 0.2 0.0 -0.1 -0.51
H 3.31497 -5.15103 -1.07094 -1.0 0.8 0.7 0.28
```
Positions in Å, forces in eV/Å.

Results
**E_HOMO (alpha / beta)**: -8.1 / -8.1 eV
**<S²>**: 0.75
**Spin multiplicity**: 2
**Orbital gap (alpha / beta)**: 7.87 / 7.48 eV
**Charge**: 0

=====

This record from the OMol25 dataset describes a 4-piece molecular cluster, C28H35IO12 overall. The level of theory is wB97M-V/def2-TZVPD.

```
76
Properties=species:S:1:pos:R:3:forces:R:3:mulliken_charge:R:1
I 2.38093 1.85964 -2.80826 -0.2 0.1 -0.1 0.04
O -2.88898 0.54630 -4.54860 -0.2 0.1 0.2 -0.19
O -0.90474 0.65997 -5.61131 0.1 0.0 0.0 -0.52
O 5.29310 -4.41876 1.29103 -0.1 -0.1 -0.1 -0.25
O 2.00639 -1.84151 2.46091 -0.2 0.4 -0.2 -0.11
O 6.51091 -6.08764 2.10711 -0.1 -0.1 0.1 -0.34
O -2.82740 0.39633 -6.76149 -0.1 -0.1 -0.1 -0.37
O -3.06688 4.76562 1.96564 0.2 0.0 0.0 -0.35
O -4.47733 3.75127 0.53255 -0.1 0.0 0.0 -0.55
O 7.50508 -4.49958 0.85508 0.1 0.0 0.0 -0.53
O -0.60829 -2.57820 -1.42239 0.3 0.3 0.4 -0.62
O 0.47849 -2.03141 4.06991 0.4 0.1 -0.2 -0.59
O -3.12912 5.41631 -0.15518 0.1 0.2 0.0 -0.31
C -2.08353 0.54604 -5.63823 -0.1 0.0 -0.1 0.58
C -1.62300 6.43345 3.00513 -0.3 -0.1 0.1 -1.49
C 4.34793 -5.39542 1.78200 -0.1 0.1 0.1 0.51
C -1.31099 -0.66347 1.45441 0.5 -0.6 1.0 0.21
C 2.91090 -0.93406 0.48743 -0.1 0.1 0.1 -1.27
C 3.13858 -4.72766 2.37894 0.3 0.0 0.1 -0.96
C -1.18531 -0.93341 0.12961 0.8 -1.1 -0.2 0.22
C 1.65926 -0.00838 4.03784 -0.1 -0.3 0.4 -0.93
C -5.18421 0.46559 -7.37622 0.2 0.2 -0.1 -1.45
C -1.90092 -0.21782 -0.76065 -0.1 -0.2 -1.7 -0.74
C 1.78731 0.60435 -1.17509 0.6 0.1 -0.7 -0.60
C 1.79118 1.05508 3.11188 0.0 0.5 -0.8 -0.09
C -2.32984 6.38450 0.54522 0.0 -0.1 -0.1 -0.52
C -0.32162 -2.00477 -0.38500 -0.3 -0.8 -0.8 -0.35
C -4.16046 0.00057 -6.37476 -0.1 0.1 -0.1 0.49
C 1.81711 1.94388 2.32139 0.0 0.0 0.3 -0.23
C -2.12954 0.33172 1.88180 0.1 0.0 0.7 -1.29
C -2.83167 1.05910 0.97138 -0.2 0.4 1.1 -0.61
C -1.90921 5.61062 1.77719 0.0 0.1 0.1 0.62
C -2.71266 0.76292 -0.33938 -1.1 1.2 -0.8 -0.87
C 5.22401 -6.17008 2.74195 0.1 0.0 -0.1 -0.53
C 2.81193 -0.46681 -0.94474 0.2 -0.1 0.3 -0.88
C -4.25028 0.62950 -5.00101 0.1 -0.1 0.1 -0.51
C 0.90636 -2.41943 0.37132 0.0 0.5 0.0 -1.26
C -3.64256 4.56557 0.75863 0.0 0.0 0.0 0.69
C 1.62861 -1.32841 1.14019 0.3 -0.8 -0.1 1.01
C 6.53608 -4.95501 1.36398 -0.1 0.0 0.0 0.59
C 1.30657 -1.36323 3.50347 -0.7 -0.9 0.4 0.39
H -2.96143 7.24066 0.79018 0.0 0.0 0.1 0.30
H 0.98954 -0.47748 1.21828 -0.3 0.6 0.4 0.49
H -1.83559 -0.41883 -1.80264 0.2 -0.3 -0.7 0.78
H -3.27858 1.32189 -1.03690 -0.5 0.5 -0.7 0.64
H -1.49919 6.70812 -0.07503 0.0 -0.1 -0.1 0.31
H -4.94084 0.09374 -8.36997 0.0 -0.1 0.0 0.36
H -3.45134 1.83860 1.31228 -0.8 0.8 0.2 0.85
H 4.05743 -6.02508 0.93633 0.1 0.0 0.0 0.27
H 1.83860 2.75740 1.67594 0.1 0.8 -0.7 0.50
H 1.70104 1.26852 -0.35012 -0.2 0.5 0.7 0.03
H 3.41134 -4.12376 3.24266 0.0 0.0 0.0 0.29
H 2.65892 -1.29569 -1.60876 -0.2 -0.4 -0.5 0.32
H -4.90941 0.10048 -4.31796 0.1 -0.1 0.1 0.32
H 3.31147 -0.14516 1.09238 0.5 0.5 0.3 0.51
H 0.88114 0.24055 4.72112 -0.6 0.2 0.7 0.41
H 2.40395 -5.47218 2.68641 0.0 0.0 0.0 0.43
H -0.71246 7.01452 2.86617 0.0 0.0 0.0 0.39
H -0.77570 -1.24673 2.16956 0.1 -0.3 0.4 0.90
H -4.16999 -1.09001 -6.29921 0.0 0.0 0.0 0.27
H 1.56525 -2.80838 -0.37190 0.5 -0.6 -0.5 0.51
H 5.29094 -5.68837 3.71966 -0.1 0.0 0.0 0.33
H -5.20668 1.55418 -7.42861 0.0 0.0 0.0 0.35
H 3.57004 -1.77743 0.57195 0.6 -0.5 -0.1 0.07
H 2.55585 -0.09097 4.61818 0.7 -0.3 0.4 0.36
H -1.49702 5.78999 3.87412 0.1 0.0 0.0 0.36
H -4.53577 1.68258 -5.04452 0.0 0.0 -0.1 0.30
H 3.77308 -0.07659 -1.18821 0.8 0.2 -0.3 0.75
H -2.44839 7.11335 3.21631 0.0 0.0 0.0 0.36
H 2.68287 -4.06736 1.65700 -0.1 0.1 -0.2 -0.21
H -6.17390 0.10397 -7.10057 0.0 0.0 0.0 0.38
H 0.62908 -3.23761 1.00305 -0.2 -0.5 0.6 0.70
H -1.06183 4.95833 1.54981 0.0 0.0 0.0 0.20
H 0.84686 0.19526 -1.45685 -0.8 -0.1 -0.1 0.30
H 4.92839 -7.20803 2.86516 0.1 -0.1 -0.1 0.33
H -2.19991 0.52421 2.92098 -0.2 0.2 0.9 0.52
```
Positions in Å, forces in eV/Å.

Results
**E_HOMO**: -9.2 eV
**Orbital gap**: 9.45 eV
**SMILES**: C#CCC(=O)O[C@@H](CCCI)CC(=O)c1ccccc1.C[C@@H]1COC(=O)O1.C[C@@H]1COC(=O)O1.C[C@@H]1COC(=O)O1
**Charge**: 0

=====

Which formula does entry 1 have? C28H35FIN3O4PS